# C17H12F5N5O2OsS

A molecular structure, C17H12F5N5O2OsS at a distorted geometry (ωB97M-V with the def2-TZVPD basis set, the OMol25 dataset).

Electronic energy, hartree: -2066.83397
Multiplicity: 5
LUMO energy (spin up / spin down), hartree: -0.22189 / -0.34678
E_HOMO (spin up / spin down), eV: -14.8895 / -15.0928
HOMO-LUMO gap (spin up / spin down), Eh: 0.325 / 0.208
Total charge: +2

```
43
Properties=species:S:1:pos:R:3:mulliken_spin:R:1
H 8.107 0.163 -1.147 0.0000
H 4.535 0.782 -1.888 -0.0006
C -1.107 3.928 -1.042 -0.0007
F -4.328 -0.606 1.228 0.0206
C -2.049 -1.227 -1.518 0.0668
C -2.811 -2.019 -2.320 0.0228
N -0.062 4.336 -0.245 0.0139
H 5.023 -0.789 2.078 0.0003
C -4.117 -2.362 -1.899 0.2710
N 7.149 0.401 -0.943 0.0002
H 6.828 1.320 -1.188 0.0000
C 2.820 0.712 -0.632 -0.0123
C -3.862 -1.071 0.106 0.1436
C -1.114 2.572 -1.013 0.0079
C 4.158 0.524 -0.909 0.0100
N 0.188 -1.040 2.011 0.0331
F -2.361 -2.458 -3.465 0.0035
C 4.977 -0.033 0.069 0.0164
H -0.573 6.298 0.263 0.0004
H 1.392 3.261 0.890 -0.0032
Os 0.196 0.289 0.655 2.5680
O -1.820 -0.011 0.533 0.2735
N 2.270 0.393 0.558 -0.0183
C 0.533 3.250 0.239 0.0290
C 0.314 5.721 0.012 -0.0011
C -2.516 -0.728 -0.257 0.1698
H 0.778 6.156 -0.871 0.0007
S -1.012 -2.233 4.204 0.3642
C 3.079 -0.104 1.518 0.0172
N -0.076 2.144 -0.206 -0.0158
C -0.351 -1.552 2.964 0.0000
O 6.784 -1.505 0.249 0.0033
H 2.167 1.129 -1.388 0.0003
C 6.415 -0.446 -0.199 -0.0005
F -4.836 -3.129 -2.643 0.0537
C 4.417 -0.341 1.304 -0.0149
H 1.011 5.766 0.843 0.0002
H -1.780 1.892 -1.513 0.0027
C -4.639 -1.869 -0.694 -0.0274
H -1.741 4.625 -1.563 -0.0007
H 2.629 -0.322 2.475 -0.0039
F -5.856 -2.183 -0.340 -0.0045
F -0.817 -0.891 -1.887 0.0109
```